(1)
This record from the OMol25 dataset describes C41H37CdCl5P2 as an isolated structure. The level of theory is ωB97M-V/def2-TZVPD.

Results
Frontier orbital gap (eV): 6.7
LUMO level (eV): -1.187
Highest occupied orbital energy (eV): -7.89
Electronic energy (Ha): -4735.75476

Structure (XYZ):
```
86
Properties=species:S:1:pos:R:3:forces:R:3
Cd 1.7788 -1.5346 4.3114 0.71 0.96 0.93
C -2.7409 0.4525 5.6484 -0.91 -0.26 -0.41
C -3.1731 0.2053 4.3923 -0.13 -0.32 0.59
C -3.4664 1.2165 3.2942 -0.43 -0.29 -0.57
C -2.2256 1.7943 2.5739 -0.44 0.31 -0.26
C -1.2574 2.5991 3.3846 0.60 -0.21 0.52
C -1.3827 2.9998 4.6533 0.43 0.21 -0.55
C -2.6319 3.0151 5.4591 -0.58 0.01 0.76
C -2.7869 1.7808 6.3592 0.55 0.13 0.04
C 3.0545 0.0615 3.6461 0.49 -0.24 -1.79
H -2.4840 -0.3626 6.3398 -0.35 -0.01 -0.54
H -3.4696 -0.8319 4.1026 0.93 0.68 0.32
H -4.1271 2.0402 3.6050 0.23 -0.50 -0.11
H -4.0312 0.6693 2.5128 0.18 0.30 0.34
H -1.6597 0.9762 2.0920 -0.22 0.29 0.24
H -2.5934 2.4262 1.7456 0.09 -0.27 0.09
H -0.3015 2.7752 2.8758 -0.18 -0.17 0.31
H -0.5066 3.3798 5.1900 -0.16 0.09 -0.42
H -3.5323 3.1293 4.8529 0.35 0.15 0.14
H -2.6008 3.8914 6.1206 -0.02 -0.09 -0.14
H -1.9969 1.7843 7.1238 -0.08 0.09 -0.10
H -3.7373 1.8580 6.9188 0.27 -0.16 -0.21
H 3.8847 0.1743 4.3528 -0.41 -0.25 0.02
H 2.5347 1.0144 3.5168 -0.04 -0.29 0.06
H 3.4598 -0.2612 2.6787 0.14 0.46 0.10
P 0.0290 -2.1603 -3.5375 0.18 -0.29 0.16
P 1.9795 0.4037 -3.9985 0.59 0.25 -0.84
C -0.6209 -0.5863 -4.1551 0.57 1.38 -0.13
C 0.2240 0.4354 -4.4608 -1.18 -0.72 0.05
C -0.6883 -3.3208 -4.8041 -0.02 0.01 -0.04
C -1.7831 -2.9822 -5.6119 0.13 -0.69 0.01
C -2.3073 -3.9087 -6.5213 0.23 0.20 0.21
C -1.7033 -5.1553 -6.6821 0.16 0.25 0.22
C -0.5441 -5.4596 -5.9579 -0.19 0.00 -0.07
C -0.0381 -4.5537 -5.0261 -0.35 0.29 0.10
C -1.0512 -2.2387 -2.0418 -0.24 -0.37 -0.03
C -0.7655 -1.3400 -0.9903 -0.28 -0.38 -0.14
C -1.4974 -1.4038 0.1982 0.00 -0.22 -0.17
C -2.5258 -2.3498 0.3333 0.13 0.09 -0.02
C -2.8246 -3.2169 -0.7221 -0.01 -0.12 0.15
C -2.0786 -3.1833 -1.9044 0.09 0.42 0.38
C 2.5729 1.1237 -5.6285 0.30 0.17 0.17
C 2.4393 0.3342 -6.7864 0.03 0.25 0.30
C 2.9117 0.7927 -8.0144 0.09 0.13 0.05
C 3.5256 2.0491 -8.1020 -0.10 -0.02 0.22
C 3.6417 2.8530 -6.9631 -0.02 -0.35 -0.05
C 3.1849 2.3834 -5.7263 -0.14 -0.27 -0.38
C 2.0774 1.8804 -2.8988 0.14 -0.01 0.33
C 3.2412 2.0266 -2.1077 -0.42 0.20 -0.26
C 3.3917 3.1381 -1.2793 -0.10 0.26 0.06
C 2.3814 4.1089 -1.2092 -0.12 -0.19 -0.23
C 1.2184 3.9520 -1.9738 0.17 -0.16 0.08
C 1.0577 2.8323 -2.7959 0.35 0.24 0.15
H -1.7185 -0.4740 -4.1873 0.56 0.08 -0.47
H -0.1074 1.3311 -5.0136 -0.21 -0.37 0.53
H -2.2252 -1.9990 -5.5372 -0.15 -0.08 0.05
H -3.1898 -3.6334 -7.0945 0.17 -0.13 0.02
H -2.1274 -5.8743 -7.3791 0.15 0.11 0.10
H -0.0428 -6.4153 -6.1254 -0.13 0.30 0.11
H 0.8643 -4.7953 -4.4616 -0.25 0.06 -0.11
H 0.0333 -0.6022 -1.1162 -0.22 -0.24 0.09
H -1.2525 -0.7357 1.0325 -0.14 -0.28 -0.42
H -3.0770 -2.4126 1.2795 0.16 0.03 -0.46
H -3.6347 -3.9488 -0.6181 0.34 0.32 0.00
H -2.2940 -3.8827 -2.7149 0.05 0.22 0.24
H 1.9561 -0.6421 -6.7027 0.15 0.20 -0.11
H 2.8123 0.1677 -8.9076 0.04 0.24 0.35
H 3.9178 2.3968 -9.0576 -0.15 -0.06 0.22
H 4.1012 3.8413 -7.0312 -0.11 -0.32 0.01
H 3.2982 3.0038 -4.8420 -0.03 -0.07 -0.11
H 4.0358 1.2783 -2.1551 -0.27 0.16 -0.04
H 4.3070 3.2679 -0.6895 -0.41 -0.13 -0.23
H 2.4929 4.9842 -0.5614 0.01 -0.35 -0.26
H 0.4269 4.7018 -1.9505 0.22 -0.17 0.12
H 0.1382 2.7195 -3.3681 0.25 0.07 0.13
Cl 2.0104 -4.0435 6.6344 -0.39 -0.06 -0.16
C 1.4035 -2.5290 7.2305 -1.19 0.96 1.55
C 1.6222 -1.3764 6.4996 0.36 -0.69 -0.33
C 1.5701 -0.1444 7.1258 -1.16 -0.61 1.15
Cl 2.1732 1.2693 6.3336 -0.26 0.19 0.22
C 0.9817 -0.0366 8.4172 0.17 -0.76 -0.50
Cl 0.9359 1.4831 9.1975 -0.17 0.22 0.22
C 0.4523 -1.1884 9.0555 0.93 -0.10 -1.17
Cl -0.3603 -1.0709 10.5614 0.05 0.01 -0.08
C 0.7119 -2.4588 8.4737 1.00 0.88 -0.81
Cl 0.3290 -3.8888 9.2896 -0.35 -0.59 0.52
```
Forces are in eV/Å.

---

(2)
This record from the OMol25 dataset describes C41H37FIrN3O7PS5Si as an isolated structure. The level of theory is ωB97M-V/def2-TZVPD.

Results
⟨S²⟩: 0.77
Spin multiplicity: 2
Frontier orbital gap (spin up / spin down) (eV): 7.7 / 5.6
LUMO level (spin up / spin down) (eV): 0.037 / -2.088
Highest occupied orbital energy (spin up / spin down) (eV): -7.71 / -7.70
Electronic energy (Ha): -5101.62424

Structure (XYZ):
```
97
Properties=species:S:1:pos:R:3:forces:R:3
Ir -0.2745 -0.8135 0.0146 -0.11 0.27 -0.31
C -2.8696 -1.0603 3.3828 -0.01 0.05 -0.06
Si -1.0105 -1.0003 3.1947 0.09 -0.04 0.01
C -0.1268 -0.3122 4.6981 -0.02 0.04 -0.09
C -0.5292 -2.7816 3.0150 -0.02 0.00 0.18
N -0.4255 0.0524 1.7831 0.02 -0.36 0.12
C -0.3554 1.4195 2.0596 -0.08 0.22 -0.06
C -1.3769 2.0417 2.8107 -0.01 -0.17 0.01
C -1.3859 3.3906 3.0869 0.05 0.07 -0.01
C -0.3410 4.1934 2.6416 -0.07 -0.01 -0.04
C 0.6858 3.6260 1.9102 0.02 0.00 -0.02
C 0.6681 2.2746 1.6262 0.00 -0.03 0.05
F 1.7188 1.7845 0.9681 -0.12 0.07 0.11
H -3.0503 -1.7099 4.2459 -0.01 0.02 -0.01
H -3.2978 -1.5544 2.5091 -0.02 0.01 -0.02
H -3.4169 -0.1331 3.5460 0.05 0.02 0.01
H -0.0019 -1.1130 5.4308 -0.03 0.00 -0.02
H -0.6576 0.5061 5.1811 -0.03 0.07 -0.01
H 0.8683 0.0474 4.4275 0.01 -0.01 0.01
H -0.8337 -3.2321 3.9665 0.00 0.00 0.03
H 0.5305 -2.9786 2.8664 -0.09 0.03 0.04
H -1.0880 -3.2820 2.2262 -0.02 0.00 0.08
H -2.2185 1.4483 3.1341 0.02 -0.06 0.02
H -2.2183 3.8151 3.6324 0.00 0.00 0.00
H -0.3330 5.2536 2.8557 0.00 0.01 0.00
H 1.5220 4.2074 1.5456 0.00 0.01 0.01
O -0.8093 -1.9352 -1.7666 0.09 0.02 -0.01
S -2.1571 -2.2881 -1.2463 0.01 -0.06 0.05
O -3.2608 -2.0456 -2.1080 -0.01 0.02 0.01
O -2.2083 -1.5246 0.0702 -0.01 -0.05 0.02
C -2.2039 -3.9899 -0.7587 0.03 -0.01 -0.02
C -3.4338 -4.6070 -0.9458 -0.01 0.00 -0.01
C -3.6414 -5.9027 -0.4994 0.00 0.00 0.00
C -2.6180 -6.5751 0.1426 0.00 0.01 0.00
C -1.3864 -5.9615 0.3247 -0.02 0.00 0.00
C -1.1575 -4.6680 -0.1231 0.00 -0.01 0.03
S 0.5475 -4.1155 0.0533 0.14 0.07 -0.34
O 1.1110 -4.2407 -1.2648 0.01 0.06 -0.05
O 1.1108 -4.9428 1.0864 0.03 0.01 0.01
O 0.5246 -2.6992 0.5279 -0.03 0.05 0.20
H -4.2225 -4.0600 -1.4419 0.00 0.00 0.00
H -4.6026 -6.3746 -0.6516 0.00 0.00 0.00
H -2.7684 -7.5842 0.5029 0.00 0.00 0.00
H -0.5780 -6.4807 0.8190 0.00 0.01 0.00
O 1.7196 -0.3734 -0.2509 -0.03 -0.21 -0.24
P 2.6569 -0.5407 -1.4445 -0.01 0.15 0.07
C 1.8107 -0.8092 -2.9916 -0.02 -0.03 0.01
C 1.8426 -2.0460 -3.6276 -0.11 -0.01 0.00
C 1.0766 -2.2483 -4.7660 0.02 -0.04 0.02
C 0.2783 -1.2281 -5.2581 -0.01 0.03 -0.01
C 0.2431 0.0081 -4.6236 0.00 -0.03 -0.02
C 1.0107 0.2209 -3.4942 0.06 0.00 0.01
C 3.8403 -1.8540 -1.1580 -0.03 -0.02 -0.03
C 4.8591 -2.0688 -2.0875 -0.01 -0.01 0.00
C 5.7722 -3.0869 -1.8826 0.01 0.00 0.00
C 5.6757 -3.8858 -0.7479 0.00 0.00 0.00
C 4.6754 -3.6612 0.1833 -0.01 0.00 0.00
C 3.7562 -2.6406 -0.0171 -0.03 0.00 -0.01
C 3.6444 0.9536 -1.6080 0.01 0.03 0.04
C 3.9725 1.5067 -2.8416 0.01 -0.01 -0.01
C 4.7965 2.6224 -2.9036 0.00 -0.01 -0.01
C 5.2953 3.1819 -1.7378 -0.01 0.01 0.01
C 4.9762 2.6268 -0.5042 0.01 -0.01 -0.02
C 4.1565 1.5142 -0.4375 0.05 -0.01 -0.01
H 2.4269 -2.8568 -3.2192 0.02 -0.06 0.05
H 1.0897 -3.2148 -5.2518 0.00 0.01 -0.01
H -0.3297 -1.3964 -6.1379 0.00 0.00 0.00
H -0.3911 0.7989 -5.0014 0.00 0.00 0.01
H 0.9762 1.1807 -2.9913 0.04 -0.02 -0.04
H 4.9347 -1.4434 -2.9702 0.00 0.00 0.00
H 6.5583 -3.2611 -2.6054 0.00 0.00 0.00
H 6.3864 -4.6875 -0.5941 0.00 0.00 0.00
H 4.5893 -4.2889 1.0599 0.01 0.00 0.00
H 2.9655 -2.4660 0.6979 -0.05 0.00 0.01
H 3.5850 1.0722 -3.7541 -0.01 0.00 0.00
H 5.0455 3.0530 -3.8645 0.00 0.00 0.00
H 5.9362 4.0527 -1.7881 0.00 0.00 0.00
H 5.3691 3.0624 0.4051 0.00 0.00 0.00
H 3.9023 1.0818 0.5218 0.04 0.00 -0.03
S -5.5199 2.6141 2.1367 0.02 -0.01 -0.01
C -4.2865 2.5175 1.0347 -0.08 0.01 0.01
S -3.6177 0.9962 0.5284 0.05 -0.07 0.10
C -2.3175 1.8337 -0.2673 0.00 0.04 -0.04
N -2.4431 3.1146 -0.2585 0.02 -0.02 0.02
N -3.5812 3.4965 0.4152 0.04 0.00 0.02
C -3.8244 4.9025 0.4838 -0.01 0.00 -0.01
C -5.1211 5.3939 0.5370 -0.01 0.00 0.00
C -5.3248 6.7645 0.5873 0.00 0.00 0.00
C -4.2497 7.6400 0.5726 0.00 0.00 0.00
C -2.9588 7.1374 0.4929 0.00 0.00 0.00
C -2.7399 5.7703 0.4460 0.01 0.00 0.02
S -0.9789 1.0974 -1.1035 0.11 -0.02 0.13
H -5.9587 4.7145 0.5440 0.01 0.01 0.00
H -6.3363 7.1463 0.6318 0.00 0.00 0.00
H -4.4170 8.7083 0.6115 0.00 0.00 0.00
H -2.1132 7.8126 0.4617 0.00 0.00 0.00
H -1.7428 5.3667 0.3585 0.03 -0.01 0.02
```
Forces are in eV/Å.